# 1
C2H4N2O in the gas phase at a distorted geometry. Source: the Open Molecules 2025 dataset; level of theory: ωB97M-V/def2-TZVPD.

Last column: Löwdin charge in e.
Positions of all 9 atoms, in Å:
O -0.854 0.431 -1.407  0.035
N -0.735 -0.671 0.691  0.125
N 1.284 0.324 -0.305  0.152
C -0.050 -0.287 -0.500  -0.500
C 0.363 0.310 0.819  -0.243
H -0.402 -1.593 0.973  0.118
H 1.252 1.228 -0.774  0.112
H -1.779 0.207 -1.208  0.107
H 0.921 0.052 1.710  0.092

Computed properties:
* SMILES: O[C@]12N[C@@H]1N2
* HOMO level (spin up / spin down): -8.270 / -6.931 eV
* electronic energy: -7159.182 eV
* gap between HOMO and LUMO (spin up / spin down): 8.94 / 6.67 eV
* relative energy (zero: lowest compared OMol25 entry of this formula, charge and spin): 7.297 eV

---

# 2
C2H4N2O in the gas phase at a distorted geometry. Source: the Open Molecules 2025 dataset; level of theory: ωB97M-V/def2-TZVPD.

Last column: Löwdin charge in e.
Positions of all 9 atoms, in Å:
O 0.296 -0.858 0.065  0.043
N 2.031 0.909 0.051  0.116
N 2.741 -0.397 -0.015  0.006
C 1.334 -0.110 0.033  -0.552
C -0.866 -0.057 0.529  -0.014
H -1.441 -0.663 1.334  0.127
H -1.495 0.276 -0.220  0.050
H 3.311 -0.512 -0.944  0.107
H -0.656 0.978 0.959  0.116

Computed properties:
* SMILES: COC1=NN1
* HOMO level: -8.484 eV
* electronic energy: -7161.991 eV
* gap between HOMO and LUMO: 9.24 eV
* relative energy (zero: lowest compared OMol25 entry of this formula, charge and spin): 4.489 eV

---

# 3
C2H4N2O in the gas phase at a distorted geometry. Source: the Open Molecules 2025 dataset; level of theory: ωB97M-V/def2-TZVPD.

Last column: Löwdin charge in e.
Positions of all 9 atoms, in Å:
O -1.165 -0.528 1.360  0.076
N 1.111 0.017 -1.103  0.023
N 0.992 -0.492 0.259  -0.058
C -0.522 0.600 -0.762  0.083
C -0.338 -0.093 0.377  -0.492
H 1.813 0.677 -1.222  0.034
H -1.290 1.225 -1.083  0.043
H -1.857 0.102 1.520  0.101
H 1.257 -1.507 0.654  0.191

Computed properties:
* SMILES: Oc1c[nH][nH]1
* HOMO level: -8.374 eV
* electronic energy: -7162.081 eV
* gap between HOMO and LUMO: 9.08 eV
* relative energy (zero: lowest compared OMol25 entry of this formula, charge and spin): 4.399 eV

---

# 4
2 unconnected molecules or ions with the total composition C2H4N2O at a distorted geometry. Source: the Open Molecules 2025 dataset; level of theory: ωB97M-V/def2-TZVPD.

Last column: Mulliken spin population.
Positions of all 9 atoms, in Å:
O -3.547 0.425 -0.518  -0.002
N -2.006 -0.347 0.846  -0.003
N -2.752 0.064 0.176  0.016
C 0.740 -0.365 -0.125  0.859
C 1.878 0.313 -0.046  0.966
H 2.185 1.312 0.297  0.005
H -0.156 0.137 -0.038  0.093
H 0.782 -1.383 -0.313  0.050
H 2.877 -0.156 -0.279  0.016

Computed properties:
* HOMO level (spin up / spin down): -5.542 / -11.683 eV
* electronic energy: -7158.462 eV
* multiplicity: 3
* gap between HOMO and LUMO (spin up / spin down): 6.71 / 9.58 eV
* relative energy (zero: lowest compared OMol25 entry of this formula, charge and spin): 3.425 eV